C20H25NO5S in the gas phase, computed with wB97M-V/def2-TZVPD.

Gap between HOMO and LUMO: 8.83 eV
HOMO level: -8.257 eV
Lowest unoccupied orbital energy: 0.0209 Ha
SMILES string: COc1ccc(CNC(=O)CCS(=O)(=O)Cc2ccc(C)cc2)c(OC)c1

Geometry (Å):
C: 4.6132 1.3991 2.1360
O: 3.5521 0.4757 2.1664
C: 2.2741 0.9494 2.0479
C: 1.9346 2.2774 1.8427
C: 0.5952 2.6208 1.7241
C: -0.4070 1.6772 1.8078
C: -1.8577 2.0358 1.6236
N: -2.3213 1.5770 0.3265
C: -2.5289 2.4277 -0.6837
O: -2.4787 3.6391 -0.5841
C: -2.8269 1.7806 -2.0452
C: -3.7791 0.6007 -2.0520
S: -2.9877 -1.0366 -1.8195
O: -2.4330 -1.1112 -0.4906
O: -3.9784 -2.0230 -2.1577
C: -1.6050 -1.1851 -3.0394
C: -0.3462 -1.4305 -2.2888
C: 0.4632 -0.3842 -1.8621
C: 1.6106 -0.6326 -1.1333
C: 1.9780 -1.9306 -0.7993
C: 3.2442 -2.2016 -0.0478
C: 1.1515 -2.9727 -1.2040
C: 0.0049 -2.7282 -1.9353
C: -0.0583 0.3290 2.0065
O: -1.0911 -0.5462 2.0743
C: -0.8108 -1.9237 2.0999
C: 1.2748 -0.0209 2.1330
H: 5.5196 0.8115 2.2748
H: 4.5301 2.1326 2.9437
H: 4.6650 1.9216 1.1751
H: 2.6853 3.0472 1.7709
H: 0.3289 3.6536 1.5561
H: -1.9944 3.1185 1.6552
H: -2.4627 1.5562 2.3977
H: -2.2983 0.5710 0.1815
H: -1.8629 1.4938 -2.4714
H: -3.2304 2.5803 -2.6719
H: -4.2904 0.4994 -3.0067
H: -4.5218 0.6630 -1.2596
H: -1.5871 -0.2719 -3.6262
H: -1.8930 -2.0268 -3.6628
H: 0.2064 0.6372 -2.1049
H: 2.2267 0.1947 -0.8144
H: 3.4691 -1.3940 0.6438
H: 4.0755 -2.2858 -0.7489
H: 3.1765 -3.1365 0.5039
H: 1.4100 -3.9892 -0.9434
H: -0.6278 -3.5497 -2.2375
H: -1.7771 -2.4163 2.0145
H: -0.3251 -2.2172 3.0369
H: -0.1879 -2.2154 1.2499
H: 1.5794 -1.0404 2.2979

***

A molecular structure, C38H37CuN5Si at a distorted geometry, computed with wB97M-V/def2-TZVPD.

Gap between HOMO and LUMO: 3.39 eV
Net charge: -1
HOMO level: -1.218 eV
Lowest unoccupied orbital energy: 0.0798 Ha

Geometry (Å):
Cu: -0.5069 -0.9584 -0.1933
C: -3.1141 0.7805 -0.0592
N: -2.5197 -0.5578 0.2332
C: -2.9097 -1.1982 1.5078
C: -1.6991 -1.6765 2.2205
N: -0.4579 -1.5446 1.7575
C: 0.3976 -2.0858 2.7022
C: 1.7648 -2.3117 2.6981
C: 2.2818 -3.0587 3.7323
C: 1.5017 -3.4811 4.7976
C: 0.1457 -3.1971 4.8303
C: -0.3826 -2.4765 3.7981
N: -1.7080 -2.2213 3.4513
C: -2.0542 1.9703 -0.1174
N: -0.5985 1.5857 0.0268
C: 0.0665 2.0206 -1.1727
C: 1.4191 1.9682 -1.4435
C: 1.8362 2.3643 -2.7116
C: 0.9574 2.9276 -3.6413
C: -0.3878 3.0406 -3.3630
C: -0.8487 2.5732 -2.0997
N: -2.0620 2.5956 -1.4399
H: -3.8861 1.0648 0.6213
H: -3.5674 0.7418 -1.0544
H: -2.9062 -1.1813 -0.4679
H: -3.5734 -2.0588 1.2597
H: -3.4904 -0.6113 2.2263
H: 2.4236 -1.8711 1.9284
H: 3.3399 -3.2726 3.6933
H: 1.8934 -4.1895 5.5161
H: -0.4647 -3.4643 5.6944
H: -2.4939 -2.5235 3.9969
H: 2.1179 1.6229 -0.6874
H: 2.8659 2.3307 -2.9631
H: 1.3863 3.2257 -4.5927
H: -1.1187 3.5056 -4.0123
H: -2.9228 2.9690 -1.8473
C: 0.0968 1.5468 2.9910
Si: -0.3174 2.5767 1.4858
C: 0.8111 4.0315 1.3006
C: -2.2424 2.9414 1.1068
C: -2.8951 2.6000 2.3815
C: -3.1574 3.5542 3.3253
C: -2.9407 4.9298 3.0312
C: -2.4629 5.2953 1.7635
C: -2.2227 4.3523 0.8113
H: 0.6732 2.2498 3.6554
H: 0.8136 0.7823 2.6755
H: -0.7211 1.1125 3.5807
H: 0.4310 4.9522 1.8281
H: 0.9892 4.2914 0.2618
H: 1.7922 3.7902 1.8198
H: -3.0336 1.5563 2.6928
H: -3.5270 3.2634 4.3197
H: -3.0723 5.6804 3.8151
H: -2.3059 6.3496 1.5326
H: -1.9529 4.7041 -0.2004
C: 5.1456 -3.5913 -1.7426
C: 4.5239 -2.4240 -2.1777
C: 3.1926 -2.2145 -1.8554
C: 2.4472 -3.2142 -1.1454
C: 3.1131 -4.3933 -0.6822
C: 4.4548 -4.5761 -1.0308
C: 1.0054 -2.9896 -0.8349
C: 0.1636 -2.1241 -1.4921
C: 0.0550 -1.8641 -2.9114
C: 0.7657 -2.6026 -3.9286
C: 0.6174 -2.3377 -5.2597
C: -0.2325 -1.3066 -5.7007
C: -1.0307 -0.6532 -4.7691
C: -0.9145 -0.9448 -3.4087
H: 6.1364 -3.8201 -2.0829
H: 5.1053 -1.7426 -2.8090
H: 2.6687 -1.3280 -2.1929
H: 2.5827 -5.1926 -0.1392
H: 5.0219 -5.4563 -0.6926
H: 0.5733 -3.5821 -0.0264
H: 1.4592 -3.3445 -3.5708
H: 1.2361 -2.8884 -5.9792
H: -0.2900 -1.0357 -6.7387
H: -1.7374 0.1093 -5.1306
H: -1.5436 -0.3898 -2.7018

***

C12H10OS2 in the gas phase at a distorted geometry, computed with wB97M-V/def2-TZVPD.

Gap between HOMO and LUMO: 6.93 eV
HOMO level: -8.240 eV
Lowest unoccupied orbital energy: -0.0483 Ha

Geometry (Å):
C: -4.5295 0.2638 -0.3328
C: 3.7506 1.7622 0.0523
C: -4.4235 -1.0777 0.0900
C: -3.4408 1.1472 -0.4053
C: 3.6788 0.9465 1.2132
C: 3.3613 1.1578 -1.1422
C: -3.1259 -1.5139 0.2884
C: -2.2145 0.7253 0.1158
C: 3.3022 -0.3416 1.1963
C: 2.6343 0.0127 -1.0810
C: -2.0622 -0.6068 0.3886
C: 2.5949 -0.7430 0.0633
O: 1.2994 -2.5580 -1.2509
S: -0.4638 -1.1254 1.0276
S: 1.5258 -2.2432 0.1326
H: -5.5169 0.4162 -0.6612
H: 4.0813 2.8098 0.0803
H: -5.2307 -1.7142 0.0179
H: -3.6098 2.1591 -0.4739
H: 4.1932 1.3102 2.0969
H: 3.3029 1.7658 -1.9818
H: -3.1374 -2.6323 0.4509
H: -1.4341 1.4661 0.1197
H: 3.3476 -1.0560 1.9858
H: 2.1169 -0.3304 -1.9903

***

C4H6ClNO in the gas phase at a distorted geometry, computed with wB97M-V/def2-TZVPD.

Gap between HOMO and LUMO: 9.77 eV
HOMO level: -9.053 eV
Lowest unoccupied orbital energy: 0.0263 Ha
SMILES string: CC(=O)N/C=C\Cl

Geometry (Å):
C: -2.1065 0.9508 0.0518
C: -1.0346 -0.0867 -0.4034
O: -1.3693 -1.0036 -1.1334
N: 0.1821 0.0415 0.1156
C: 1.2315 -0.7919 -0.2748
C: 2.4744 -0.7217 0.2062
Cl: 3.0579 0.4513 1.3570
H: -1.7548 2.0594 0.0391
H: -2.9289 0.8138 -0.6608
H: -2.4634 0.6593 1.0374
H: 0.4145 0.6733 0.8741
H: 1.0955 -1.6080 -1.0446
H: 3.2016 -1.4375 -0.1642

***

2 unconnected molecules or ions with the total composition C16H17F2O at a distorted geometry, computed with wB97M-V/def2-TZVPD.

Gap between HOMO and LUMO: 6.66 eV
Net charge: +1
HOMO level: -12.960 eV
Lowest unoccupied orbital energy: -0.2315 Ha

Geometry (Å):
F: -5.6261 1.1349 -1.5285
C: -4.3413 0.7220 -1.4925
C: -4.0420 -0.6305 -1.5012
C: -2.7398 -1.0521 -1.4737
C: -1.6639 -0.1371 -1.4379
C: -0.3578 -0.6883 -1.4251
C: 0.9516 -0.1449 -1.4318
C: 2.0223 -1.0662 -1.4410
C: 3.3264 -0.6522 -1.4581
C: 3.6333 0.6987 -1.4660
F: 4.9206 1.1039 -1.4792
C: 2.6041 1.6265 -1.4588
C: 1.2936 1.2235 -1.4434
C: -1.9985 1.2331 -1.4254
C: -3.3071 1.6438 -1.4534
H: -4.8528 -1.3364 -1.5308
H: -2.5246 -2.1060 -1.4865
H: -0.3614 -1.7671 -1.4235
H: 1.8011 -2.1190 -1.4424
H: 4.1337 -1.3623 -1.4706
H: 2.8618 2.6709 -1.4693
H: 0.5321 1.9738 -1.4493
H: -1.2341 1.9801 -1.3958
H: -3.5599 2.6895 -1.4458
C: 0.4111 -1.5764 3.6786
C: 0.5955 -0.5850 2.5311
C: 1.5191 0.5645 2.9239
O: -0.6812 -0.0976 2.0869
H: 1.3639 -1.9985 4.0003
H: -0.0459 -1.0843 4.5369
H: -0.2456 -2.3963 3.3842
H: 1.0449 -1.1253 1.6783
H: 2.4990 0.1998 3.2317
H: 1.6599 1.2656 2.1015
H: 1.0972 1.1204 3.7600
H: -0.6889 0.0744 1.1165

***

C5H6O2 in the gas phase, computed with wB97M-V/def2-TZVPD.

Gap between HOMO and LUMO: 10.83 eV
HOMO level: -10.121 eV
Lowest unoccupied orbital energy: 0.0260 Ha
SMILES string: C#C[C@H](C=O)CO

Geometry (Å):
C: -2.0295 -1.0067 1.4006
C: -1.3180 -0.4877 0.5773
C: -0.2986 -0.0460 -0.3746
C: 0.7373 -1.1687 -0.4317
O: 1.9233 -0.9847 -0.5680
C: 0.3623 1.3006 -0.0216
O: 1.2733 1.6993 -1.0105
H: -2.6459 -1.4828 2.1279
H: -0.7304 0.0440 -1.3829
H: 0.3254 -2.1908 -0.3127
H: 0.8290 1.2150 0.9719
H: -0.4072 2.0738 0.0342
H: 1.9788 1.0348 -1.0098

***

Q: What is the formula in the fourth record?
A: C4H6ClNO